(1)
Density functional theory data (ωB97M-V/def2-TZVPD) for a molecular structure, C14H26GaN2O3.

Output
Net charge: -1
HOMO-LUMO gap, eV: 6.3083
HOMO, eV: -4.31
Multiplicity: 1
LUMO level, Ha: 0.073

Each line ends with the Mulliken charge.
Cartesian coordinates (Å):
C (4.306034, -1.123469, 2.165028)  -0.803
N (2.896410, -1.033759, 1.801136)  -0.357
C (2.591614, -1.663639, 0.502035)  -0.618
Ga (0.636273, -1.385074, -0.035224)  0.283
O (-0.373934, -1.309600, 1.553270)  -0.619
C (-1.638957, -0.745517, 1.455232)  -0.763
C (-2.699537, -1.726853, 0.934783)  0.909
C (-2.504598, -3.103408, 1.554418)  -1.648
C (-4.175612, -1.264883, 1.083542)  0.725
C (-4.921839, -1.479226, -0.228844)  -1.618
C (-4.380051, 0.172597, 1.557892)  -1.720
H (4.445742, -0.937293, 3.231311)  0.291
H (4.650297, -2.136932, 1.959071)  0.290
H (4.952824, -0.442542, 1.597108)  0.224
H (2.663894, -0.051658, 1.724148)  0.212
H (3.260392, -1.286795, -0.274412)  0.215
H (2.750761, -2.736577, 0.627762)  0.383
H (0.399043, -0.031441, -0.904711)  -0.220
H (0.140728, -2.664040, -0.917698)  -0.374
H (-1.931163, -0.380118, 2.446917)  0.238
H (-1.629158, 0.118329, 0.774492)  0.333
H (-2.511032, -1.832665, -0.138189)  0.078
H (-1.545156, -3.524718, 1.271616)  0.292
H (-2.555969, -3.043027, 2.642982)  0.397
H (-3.296463, -3.777756, 1.215086)  0.411
H (-4.650562, -1.916395, 1.823966)  0.190
H (-4.465843, -0.889286, -1.024666)  0.378
H (-5.964936, -1.165649, -0.140582)  0.458
H (-4.911241, -2.527521, -0.524583)  0.334
H (-3.927067, 0.343726, 2.530881)  0.359
H (-5.447128, 0.378346, 1.658029)  0.496
H (-3.954659, 0.883194, 0.850565)  0.313
C (1.195817, 3.887493, -3.503963)  -0.410
C (2.026512, 4.644036, -2.687147)  -0.364
C (2.924119, 4.017005, -1.839613)  -0.474
C (2.978897, 2.636952, -1.843166)  0.151
C (2.156614, 1.861822, -2.636083)  -0.256
C (1.256859, 2.501718, -3.472957)  -0.572
N (3.917785, 1.955398, -0.932608)  1.005
O (4.497369, 2.633162, -0.104187)  -0.631
O (4.033977, 0.760241, -1.061539)  -0.554
H (0.486491, 4.381142, -4.155527)  0.364
H (1.968163, 5.724009, -2.701253)  0.354
H (3.569356, 4.583113, -1.185285)  0.445
H (2.190664, 0.785467, -2.564716)  0.502
H (0.588267, 1.912090, -4.084316)  0.374

Forces on the atoms, in the same order (eV/Å):
-0.15 -0.08 -0.15
0.29 0.06 -0.12
-0.58 0.20 0.50
0.45 -0.46 -0.21
-0.06 0.17 -0.24
0.19 -0.10 0.05
-0.04 -0.07 -0.11
-0.21 -0.04 -0.09
0.08 0.00 -0.01
-0.17 0.07 0.08
-0.01 -0.12 0.01
0.02 0.11 0.09
0.02 -0.10 0.05
0.10 0.04 -0.07
-0.21 0.03 0.19
0.17 -0.21 -0.25
0.07 -0.10 -0.13
-0.07 0.14 0.13
-0.04 0.06 0.02
-0.08 0.03 0.17
-0.11 0.23 0.06
0.10 -0.02 -0.07
0.10 0.02 0.05
0.03 -0.01 0.10
-0.03 -0.08 0.01
0.01 0.00 0.13
0.06 0.01 -0.07
-0.08 -0.02 -0.01
0.08 -0.07 -0.08
0.07 0.06 0.04
-0.08 0.06 -0.07
0.02 0.11 -0.03
0.00 -0.03 0.01
-0.02 0.00 -0.02
0.04 0.14 -0.01
-0.07 0.00 0.05
-0.06 -0.11 -0.02
-0.02 0.07 -0.02
-0.27 0.05 -0.04
0.11 0.06 0.02
0.29 -0.04 0.00
-0.01 0.01 -0.01
0.00 0.01 0.00
0.03 -0.04 0.03
0.02 -0.01 0.03
-0.01 -0.02 0.00

=====

(2)
Density functional theory data (ωB97M-V/def2-TZVPD) for a molecular structure, C14H26GePd.

Output
Net charge: 0
HOMO-LUMO gap, eV: 6.5898
HOMO, eV: -6.88
Multiplicity: 1
LUMO level, Ha: -0.011

Each line ends with the Mulliken charge.
Cartesian coordinates (Å):
Pd (0.225030, -0.311378, -0.108654)  0.304
C (-0.070164, 2.026353, -0.877344)  1.215
C (-1.280863, 1.229135, -1.063745)  0.631
C (-1.029959, 0.226292, -2.005930)  0.932
C (0.387577, 0.200506, -2.215407)  0.236
C (0.954120, 1.413283, -1.575450)  0.622
C (2.365144, 1.893022, -1.699895)  -1.690
C (1.083625, -0.656674, -3.221867)  -1.855
C (-2.016374, -0.705275, -2.638268)  -1.813
C (-2.618410, 1.544847, -0.467232)  -2.003
C (0.070591, 3.249830, -0.028438)  -1.798
H (2.395895, 2.901110, -2.120892)  0.339
H (2.952620, 1.249983, -2.353274)  0.387
H (2.874199, 1.928096, -0.734543)  0.268
H (0.847826, -0.325657, -4.238849)  0.326
H (0.774066, -1.697394, -3.133916)  0.349
H (2.164839, -0.620444, -3.102865)  0.434
H (-1.998193, -0.612675, -3.727675)  0.346
H (-3.032351, -0.476601, -2.315146)  0.432
H (-1.823461, -1.752159, -2.397569)  0.283
H (-3.260815, 2.052330, -1.192386)  0.326
H (-2.531144, 2.196555, 0.400669)  0.413
H (-3.139922, 0.641044, -0.148042)  0.383
H (0.972016, 3.208505, 0.587385)  0.368
H (-0.775924, 3.384856, 0.643879)  0.373
H (0.139287, 4.152225, -0.642460)  0.369
C (1.083603, -2.872054, 3.707141)  -1.148
Ge (0.406204, -1.632576, 2.354450)  0.371
C (0.542080, 0.197316, 3.065215)  -1.099
C (-1.500686, -2.017886, 2.063577)  -0.956
C (1.391208, -1.758376, 0.633938)  -1.115
H (0.514523, -2.751968, 4.630511)  0.350
H (2.134669, -2.676355, 3.917262)  0.354
H (0.984602, -3.902625, 3.367594)  0.350
H (0.052642, 0.245790, 4.040373)  0.383
H (0.064971, 0.935477, 2.415258)  0.343
H (1.586648, 0.487507, 3.183984)  0.330
H (-2.040398, -1.922517, 3.008353)  0.359
H (-1.630870, -3.034330, 1.689726)  0.346
H (-1.962472, -1.339892, 1.342389)  0.233
H (1.289893, -2.755000, 0.199211)  0.374
H (2.454127, -1.542226, 0.758937)  0.349

Forces on the atoms, in the same order (eV/Å):
-0.30 0.38 -0.12
0.15 -0.20 -0.11
0.04 0.24 -0.03
0.13 -0.27 0.04
0.07 0.03 0.26
-0.18 -0.03 -0.01
0.06 0.03 0.05
0.00 -0.01 -0.07
-0.10 -0.04 -0.02
-0.06 0.00 -0.04
0.04 0.04 0.04
-0.01 0.00 -0.01
-0.01 -0.02 0.01
-0.02 0.02 0.00
0.01 0.03 0.01
-0.02 0.01 -0.01
0.00 -0.03 0.03
0.01 0.01 0.00
0.01 0.00 0.02
0.03 0.01 -0.02
0.01 0.02 0.01
0.02 -0.01 0.01
0.01 -0.01 -0.02
0.01 0.00 -0.02
-0.01 -0.02 -0.01
-0.01 0.00 0.00
0.01 -0.01 0.02
0.12 -0.09 -0.09
-0.02 0.02 0.08
-0.06 -0.04 0.09
0.02 -0.06 -0.12
0.01 -0.01 0.00
0.00 0.00 0.00
0.00 0.00 -0.01
0.03 0.03 0.00
-0.01 -0.03 -0.04
0.00 -0.01 0.01
-0.02 -0.03 -0.02
0.01 0.00 0.01
0.05 0.03 -0.01
0.00 -0.02 0.03
0.00 0.02 0.04

=====

(3)
Density functional theory data (ωB97M-V/def2-TZVPD) for a molecular structure, C14H26IOP2SeY.

Output
Net charge: +2
HOMO-LUMO gap, eV: 5.2761
HOMO, eV: -13.50
Energy above the lowest of the compared OMol25 structures with the same formula, charge and spin, kcal/mol: 0.00
Multiplicity: 1
LUMO level, Ha: -0.302

Each line ends with the Mulliken charge.
Cartesian coordinates (Å):
C (0.148600, -0.058181, -4.747247)  -0.848
I (-0.959050, -0.304082, -2.827836)  0.124
H (1.211661, 0.069284, -4.537300)  0.341
H (-0.289553, 0.823270, -5.226327)  0.342
H (-0.051863, -0.965608, -5.323141)  0.363
Y (0.514710, -0.020803, -0.249071)  0.115
P (0.056059, 2.730934, -0.189374)  1.000
C (-1.545868, 3.498696, -0.610874)  -1.240
C (0.542585, 3.736132, 1.258029)  -1.287
H (0.703983, 4.780547, 0.949953)  0.421
H (1.141412, 4.497628, -1.477790)  0.410
H (1.455241, 3.336916, 1.713151)  0.358
H (2.161632, 3.030205, -1.368989)  0.400
H (-2.274243, 3.272871, 0.178473)  0.369
H (-0.246334, 3.708189, 2.022522)  0.372
C (1.134693, 3.398726, -1.504128)  -1.112
H (-1.431760, 4.588799, -0.706161)  0.417
H (0.771517, 3.060541, -2.483381)  0.363
H (-1.906571, 3.082774, -1.558577)  0.373
P (0.089483, -2.726745, 0.195356)  1.024
C (-1.520285, -3.548329, -0.107865)  -1.191
C (1.135898, -3.572268, -1.069778)  -1.172
H (1.542238, -3.072108, 2.107608)  0.365
H (0.745276, -4.603149, 1.622170)  0.445
H (-0.145456, -3.339114, 2.530011)  0.366
C (0.608679, -3.518424, 1.751709)  -1.340
H (2.158701, -3.156371, -1.033767)  0.388
H (1.172576, -4.659669, -0.872242)  0.391
H (-1.404241, -4.644753, -0.051517)  0.401
H (-1.888065, -3.265401, -1.104053)  0.356
H (0.713227, -3.388924, -2.072084)  0.357
H (-2.237611, -3.206401, 0.653165)  0.383
C (-1.761972, -0.045511, 0.304528)  0.097
O (-2.847855, -0.031490, 0.713249)  -0.029
Se (1.904121, 0.351608, 2.136697)  -0.190
C (0.550383, -0.118571, 3.373044)  0.233
C (-0.762050, 0.395995, 3.294747)  0.105
C (-1.694372, 0.118503, 4.292277)  -0.890
C (-1.332238, -0.635080, 5.414159)  -0.498
C (-0.051965, -1.217111, 5.467691)  -0.567
C (0.881280, -0.954674, 4.471334)  -0.514
H (-1.030581, 1.055749, 2.468117)  0.523
H (-2.702471, 0.531793, 4.240637)  0.414
H (-2.027298, -0.766187, 6.243358)  0.400
H (0.232500, -1.842304, 6.316338)  0.421
H (1.892048, -1.361302, 4.561181)  0.442

Forces on the atoms, in the same order (eV/Å):
-0.13 0.05 -0.11
0.11 0.02 -1.60
-0.32 -0.05 0.16
0.06 -0.26 0.33
-0.03 0.18 0.35
2.79 0.31 1.40
-0.51 1.58 0.24
-0.13 -0.25 -0.10
0.16 -0.16 0.33
-0.12 -0.35 0.03
-0.02 -0.33 0.02
-0.15 0.13 -0.12
-0.14 0.23 -0.07
0.10 0.13 -0.20
0.17 -0.03 -0.22
0.29 -0.37 -0.23
-0.04 -0.36 0.05
0.09 0.14 0.14
-0.06 0.16 0.14
-0.37 -1.94 0.06
-0.12 0.31 -0.01
0.23 0.44 -0.09
-0.07 -0.10 -0.08
-0.12 0.38 -0.10
0.13 -0.03 -0.22
0.16 0.26 0.45
-0.29 -0.35 -0.07
-0.03 0.55 -0.07
-0.05 0.49 -0.01
-0.02 -0.18 0.25
0.18 -0.15 0.34
0.11 -0.24 -0.25
-6.23 0.11 2.48
4.54 -0.11 -1.99
0.20 -0.14 -1.33
-1.00 -0.53 1.00
0.57 -0.36 -0.07
-0.06 -0.06 0.56
0.36 -0.17 -0.43
-0.31 0.38 0.02
0.01 0.33 -0.51
0.09 0.04 0.26
0.29 -0.03 -0.05
0.13 -0.06 -0.32
-0.10 0.23 -0.25
-0.33 0.13 -0.10

=====

(4)
Density functional theory data (ωB97M-V/def2-TZVPD) for a molecular structure, C14H26IOP2SnTe.

Output
Net charge: +3
HOMO-LUMO gap (spin up / spin down), eV: 3.4656 / 3.3398
HOMO (spin up / spin down), eV: -16.40 / -16.33
Multiplicity: 1
LUMO level (spin up / spin down), Ha: -0.475 / -0.477

Each line ends with the Mulliken charge.
Cartesian coordinates (Å):
C (-0.008927, -0.155639, -4.728384)  -0.799
I (-2.056259, -0.727788, -4.012640)  0.276
H (0.738370, -0.124377, -3.929205)  0.232
H (-0.115935, 0.815632, -5.226744)  0.386
H (0.239113, -0.912714, -5.490579)  0.374
Sn (-0.688650, -0.197659, -1.428506)  0.318
P (-0.056228, 2.436912, -1.057302)  0.783
C (-1.582065, 3.434372, -1.281142)  -1.140
C (0.594419, 3.027081, 0.554397)  -1.068
H (0.559243, 4.127333, 0.581663)  0.458
H (1.021394, 4.292928, -2.164957)  0.430
H (1.637253, 2.699840, 0.674596)  0.401
H (2.120329, 2.874085, -2.040433)  0.397
H (-2.294520, 3.268407, -0.461803)  0.352
H (0.015823, 2.624335, 1.398410)  0.265
C (1.089313, 3.196201, -2.255664)  -1.168
H (-1.299730, 4.497776, -1.310740)  0.458
H (0.828980, 2.893931, -3.282781)  0.355
H (-2.066972, 3.170091, -2.231734)  0.386
P (-0.037705, -2.679054, -0.743777)  0.864
C (-1.549105, -3.712721, -0.836430)  -1.161
C (1.108806, -3.521037, -1.881476)  -1.192
H (1.691039, -2.713604, 0.976711)  0.382
H (0.568807, -4.097285, 1.151417)  0.463
H (0.087349, -2.459380, 1.693410)  0.265
C (0.635955, -3.020653, 0.924694)  -1.039
H (2.138973, -3.170782, -1.713696)  0.396
H (1.064143, -4.609575, -1.712200)  0.424
H (-1.261229, -4.766950, -0.701777)  0.469
H (-2.036116, -3.603153, -1.814945)  0.357
H (0.832668, -3.306829, -2.925089)  0.355
H (-2.270289, -3.436239, -0.054694)  0.364
C (-3.168471, -0.172236, -0.979029)  0.112
O (-4.276324, 0.133010, -0.926588)  -0.059
Te (-1.632244, 0.213680, 1.350733)  0.455
C (-0.206283, 0.294147, 2.923649)  -0.061
C (-0.660339, 0.547871, 4.245504)  -0.475
C (0.260153, 0.572941, 5.305165)  -0.594
C (1.621072, 0.357941, 5.069486)  -0.502
C (2.076577, 0.118122, 3.767973)  -0.809
C (1.174060, 0.089719, 2.689359)  0.136
H (-1.729764, 0.718383, 4.400442)  0.365
H (-0.084406, 0.756418, 6.322803)  0.418
H (2.323470, 0.371725, 5.903433)  0.427
H (3.142522, -0.052433, 3.595753)  0.408
H (1.511726, -0.092779, 1.662733)  0.538

Forces on the atoms, in the same order (eV/Å):
-0.22 -0.15 -1.20
1.67 0.52 0.09
-0.42 -0.17 -0.02
-0.16 -0.27 0.34
-0.13 0.24 0.52
-0.54 0.39 3.00
0.15 2.37 -0.49
-0.53 -0.87 -0.17
0.31 -1.30 0.52
-0.17 -0.26 -0.44
-0.03 -0.38 0.04
-0.26 0.13 -0.04
-0.31 0.15 -0.11
0.25 0.01 -0.18
0.17 0.23 -0.30
0.27 -0.65 -0.37
0.15 -0.35 0.04
0.11 0.24 0.32
0.08 0.19 0.21
0.46 -2.41 -0.19
-0.55 0.75 -0.14
0.25 0.47 -0.37
-0.30 -0.10 -0.08
-0.18 0.25 -0.45
0.06 -0.19 -0.16
0.22 1.14 0.27
-0.31 -0.13 -0.05
-0.05 0.39 0.04
0.14 0.37 0.00
0.14 -0.11 0.19
0.08 -0.19 0.28
0.23 -0.06 -0.14
-4.29 1.16 -0.01
3.56 -1.11 -0.17
0.16 -0.31 -0.19
1.05 0.10 0.89
0.09 -0.14 -0.86
-0.13 -0.04 -0.39
-0.24 -0.05 -0.32
-0.22 0.01 -0.27
-0.51 0.08 0.35
0.41 -0.05 0.24
0.00 -0.03 -0.31
-0.19 0.00 -0.27
-0.38 0.07 0.00
0.12 0.03 0.39

=====

(5)
Density functional theory data (ωB97M-V/def2-TZVPD) for 2 unconnected molecules or ions with the total composition C14H26N3O.

Output
Net charge: +1
HOMO-LUMO gap, eV: 7.4657
HOMO, eV: -12.16
Energy above the lowest of the compared OMol25 structures with the same formula, charge and spin, kcal/mol: 43.99
Multiplicity: 1
LUMO level, Ha: -0.172

Each line ends with the Mulliken charge.
Cartesian coordinates (Å):
C (3.781571, -1.843898, 2.291292)  -0.965
C (4.233646, -0.484904, 1.530119)  -0.500
C (3.349136, 0.771470, 2.013652)  -0.621
C (2.290273, 1.130103, 0.828883)  -0.443
C (1.153331, 2.112836, 1.402882)  -0.819
C (-0.192909, 1.367118, 1.840558)  -0.858
C (-1.032370, 0.831982, 0.578590)  0.247
C (-2.334525, 0.040666, 1.068506)  0.598
C (-2.929679, 0.255634, 2.511187)  -0.213
C (-4.203416, -0.578220, 2.738032)  -0.346
C (-4.784173, -1.498454, 1.643248)  -0.207
N (-4.116943, -1.615409, 0.419132)  -1.041
N (-3.029699, -0.889060, 0.247316)  0.584
H (3.756801, -1.701496, 3.436017)  0.279
H (4.471721, -2.693797, 1.973271)  0.330
H (2.713655, -2.119563, 1.957007)  0.200
H (4.077774, -0.609178, 0.396343)  0.280
H (5.362874, -0.292043, 1.664598)  0.351
H (4.053127, 1.663552, 2.221306)  0.295
H (2.779996, 0.572268, 2.981543)  0.334
H (1.866349, 0.125413, 0.445434)  0.118
H (2.922375, 1.639106, 0.014831)  0.307
H (1.609014, 2.675350, 2.300264)  0.357
H (0.868674, 2.884010, 0.592193)  0.364
H (0.011475, 0.477228, 2.527176)  0.458
H (-0.856856, 2.103022, 2.403322)  0.405
H (-1.361264, 1.755000, -0.014168)  0.302
H (-0.410851, 0.184626, -0.128789)  -0.092
H (-2.484716, 0.966208, 3.273857)  0.311
H (-4.763688, -0.522650, 3.734861)  0.331
H (-5.742390, -2.073352, 1.837146)  0.393
H (-2.586980, -1.010458, -0.690898)  0.259
C (-0.462845, -1.046458, -2.881805)  0.204
O (-1.204954, -1.904109, -2.424398)  -0.693
N (-0.668927, -0.367515, -4.040486)  0.098
C (0.259517, 0.638060, -4.519785)  -0.945
C (-1.856044, -0.658347, -4.823353)  -0.917
H (0.465404, -0.750794, -2.366521)  0.270
H (-0.263445, 1.593608, -4.605959)  0.355
H (0.634392, 0.337921, -5.501015)  0.354
H (1.101506, 0.751763, -3.835105)  0.300
H (-2.742843, -0.464616, -4.214896)  0.279
H (-1.849199, -1.713600, -5.105418)  0.307
H (-1.883896, -0.039025, -5.719970)  0.391

Forces on the atoms, in the same order (eV/Å):
-0.17 0.55 -0.59
-0.15 -0.26 0.41
0.24 0.01 -0.86
0.70 0.10 1.16
0.00 -0.05 -0.61
-0.02 -0.22 -0.14
-0.50 -0.02 0.15
-1.97 -0.24 2.73
-2.56 -3.29 -3.41
1.72 0.59 -1.76
3.13 2.18 0.14
-1.80 0.53 3.44
2.34 2.29 0.91
0.27 -0.28 -1.86
-0.95 1.06 0.68
1.55 0.39 0.52
0.24 0.07 1.67
-1.83 -0.31 0.01
-1.31 -1.23 -0.43
0.77 0.02 -1.21
0.55 1.65 0.44
-1.25 -0.82 0.99
-0.91 -0.81 -1.40
0.43 -1.04 1.33
-0.08 1.20 -0.82
0.92 -0.89 -0.69
0.20 -1.34 0.69
-0.89 0.71 1.07
-0.69 -1.18 -1.20
1.00 -0.04 -1.63
1.55 0.73 -0.60
-0.39 -0.32 0.59
0.03 0.52 -0.84
-0.37 0.30 0.28
0.33 -0.43 1.01
-0.13 -0.03 -0.13
-0.12 -0.26 0.13
0.07 0.04 -0.08
0.17 0.02 -0.07
0.08 0.17 0.06
-0.11 -0.08 -0.03
-0.04 -0.06 -0.17
-0.15 0.10 -0.04
0.09 -0.03 0.15

=====

| no. | largest force on an atom (eV Å⁻¹) |
| --- | --- |
| 1 | 0.79 |
| 2 | 0.50 |
| 3 | 6.71 |
| 4 | 4.44 |
| 5 | 5.39 |